No. 1
The following is a DFT calculation (ωB97M-V/def2-TZVPD) of the molecule C2H4O3.

Values from the calculation:
SMILES string = O=C(O)CO
Relative energy (zero: lowest compared OMol25 entry of this formula, charge and spin) = 37.4 kcal/mol
Molar mass = 76.1 g mol⁻¹
Largest force on an atom = 0.15764 Eh/bohr
HOMO-LUMO gap = 10.311 eV

```
9
Properties=species:S:1:pos:R:3:forces:R:3
O -1.66540 0.67966 -0.24752 -2.10 1.08 0.56
C -0.63335 0.26780 0.14158 2.06 -0.79 -3.41
O -0.29858 -0.33820 1.22887 -3.69 0.92 2.55
C 0.54706 0.15253 -0.91368 -0.04 0.80 2.97
O 1.52709 -0.59277 -0.06486 4.62 0.22 -6.66
H 0.54253 -0.67809 1.03476 2.53 -1.23 0.42
H 0.13646 -0.30005 -1.80250 0.34 -0.75 -0.13
H 0.91595 1.16219 -1.15622 0.03 -0.43 0.14
H 2.41793 -0.69554 -0.77535 -3.75 0.17 3.57
```
Positions in Å, forces in eV/Å.

From a natural (NBO) analysis of the wavefunction, the atomic charges in e read: -0.575 0.776 -0.636 -0.210 -0.770 0.502 0.208 0.197 0.507

=====

No. 2
The following is a DFT calculation (ωB97M-V/def2-TZVPD) of the molecule C2H5N3OS.

Values from the calculation:
SMILES string = [H]/N=C(/NN)SC=O
Relative energy (zero: lowest compared OMol25 entry of this formula, charge and spin) = 96.5 kcal/mol
Molar mass = 119.1 g mol⁻¹
Largest force on an atom = 0.11736 Eh/bohr
HOMO-LUMO gap = 10.039 eV

```
12
Properties=species:S:1:pos:R:3:forces:R:3
H -0.68654 -2.70227 -0.16983 -2.55 0.92 0.38
N -1.44962 -1.91029 -0.08349 1.97 -3.76 -0.55
C -0.70163 -0.93336 0.05692 -0.17 3.88 -0.68
N -1.26013 0.37055 -0.25738 2.10 -1.18 2.30
N -0.99205 1.56981 0.45726 5.40 1.03 -2.49
S 1.09314 -1.16552 0.48600 -1.56 0.56 -0.35
C 2.04206 0.04154 -0.34586 3.15 2.65 0.01
O 3.24478 0.04511 0.00278 -3.54 0.13 -1.63
H -2.18092 0.38726 -0.60594 -1.11 -0.60 -0.24
H -0.82178 1.62966 1.46256 -0.84 -1.43 0.15
H 0.10548 1.70527 0.10869 -3.65 0.60 1.22
H 1.60719 0.96224 -1.11172 0.79 -2.80 1.88
```
Positions in Å, forces in eV/Å.

From a natural (NBO) analysis of the wavefunction, the atomic charges in e read: 0.344 -0.630 0.282 -0.491 -0.640 0.240 0.179 -0.532 0.394 0.358 0.321 0.174

=====

No. 3
The following is a DFT calculation (ωB97M-V/def2-TZVPD) of a structure of composition C24H36AsCa2F6O18.

Values from the calculation:
Molar mass = 881.6 g mol⁻¹
Largest force on an atom = 0.10554 Eh/bohr
Charge = +3
HOMO-LUMO gap = 1.099 eV

```
87
Properties=species:S:1:pos:R:3:forces:R:3
Ca -4.88355 -4.47593 3.83954 0.24 -0.09 -1.26
Ca -4.31291 0.99392 6.61230 0.76 1.10 -0.52
As -1.76687 -0.22513 1.84294 4.10 1.23 -2.81
F -0.85478 -0.96077 0.43292 -1.67 0.41 1.97
F -0.79284 1.26152 1.51241 -1.86 -1.48 0.50
F -2.63304 0.72323 3.13677 0.24 -1.16 0.10
F -2.61668 -1.71417 2.28363 -0.22 -0.24 0.70
F -0.35922 -0.77006 2.86930 -2.40 0.54 -0.39
F -3.11390 0.08398 0.75230 0.90 0.17 1.06
C 0.42726 5.09414 -2.87457 0.61 0.54 0.02
C -0.08684 3.99262 -3.77881 1.11 1.05 -1.58
C -0.91388 3.02972 -2.98516 1.46 1.56 -0.10
O -1.87887 2.64782 -3.86858 -1.70 -2.49 -1.11
C -1.93083 3.39967 -5.00437 -0.57 1.98 1.79
O -2.87458 3.42966 -5.72831 1.12 -0.50 -0.27
O -0.92051 4.31411 -4.90359 -0.73 0.33 -0.61
H 1.24655 5.74509 -3.17974 0.08 -0.41 -0.88
H 0.87605 4.49688 -2.08086 -0.13 0.23 0.57
H -0.27149 5.83215 -2.48063 -0.62 -0.60 0.10
H 0.75583 3.53013 -4.29272 0.36 -0.28 0.51
H -1.36825 3.66772 -2.22712 -0.02 -0.84 0.80
H -0.16099 2.28688 -2.72164 -0.98 -0.62 0.81
C 5.92702 -4.38960 4.40597 0.29 0.33 0.16
C 4.66170 -3.45530 4.51716 2.40 -0.45 -0.21
C 4.33330 -3.29805 5.97386 -1.69 -0.74 1.29
O 4.34088 -1.91040 6.25595 -1.15 0.82 -0.54
C 4.61730 -1.23685 5.10293 2.48 1.43 0.89
O 4.81337 -0.04177 5.01215 -1.29 -2.05 0.08
O 4.97557 -2.13686 4.18792 1.00 2.17 -1.58
H 5.71897 -5.45650 4.32511 -0.31 0.15 -0.14
H 6.55183 -4.27178 5.29132 -0.62 -0.02 0.68
H 6.74623 -4.13700 3.73278 -0.89 0.26 -1.15
H 3.82372 -3.53665 3.82487 -0.18 -1.75 0.39
H 4.94869 -3.71660 6.77024 0.34 -0.48 -0.69
H 3.34377 -3.74908 6.04799 -0.40 0.34 0.81
C 3.84997 -0.77000 -2.12288 -0.52 -0.64 0.05
C 4.89853 0.25256 -1.69284 -2.26 -1.51 -1.05
C 4.47985 1.13180 -0.50802 3.00 -1.19 -0.65
O 5.75036 1.00926 0.23284 0.48 0.93 0.89
C 6.53306 0.02155 -0.20457 0.71 -2.53 1.68
O 7.49151 -0.49639 0.38563 -1.99 2.06 -1.38
O 5.97839 -0.57034 -1.27592 0.84 0.98 0.29
H 4.22830 -1.30933 -2.99126 -0.46 0.35 -0.36
H 2.82179 -0.41420 -2.18899 0.17 0.66 -0.86
H 3.65365 -1.58056 -1.42107 0.78 0.11 0.72
H 5.19034 0.82283 -2.57473 0.20 0.23 0.21
H 3.71645 0.68379 0.12806 -0.23 0.57 -0.22
H 4.44100 2.15790 -0.87370 -0.71 -0.03 0.71
C 0.66679 8.10113 3.12855 -1.68 0.03 0.66
C -0.73133 7.72676 3.55602 -0.79 1.57 0.92
C -1.63626 7.04758 2.56573 0.99 -1.03 -0.12
O -2.06850 5.96319 3.36483 -2.96 -2.32 -2.41
C -1.60803 5.78409 4.54619 1.35 1.74 1.45
O -1.98708 4.89668 5.30912 1.25 1.73 -0.97
O -0.68713 6.85796 4.73028 -1.08 -2.17 0.45
H 1.14114 7.13345 2.96524 0.81 0.56 -0.22
H 1.00958 8.72632 3.95302 0.86 -0.43 -0.16
H 0.53647 8.76615 2.27481 0.49 -0.34 -0.33
H -1.30009 8.60209 3.86976 0.36 0.30 0.37
H -1.07863 6.66396 1.71134 0.04 -0.29 -0.02
H -2.50926 7.55471 2.15489 0.12 0.32 0.53
C 0.06420 -5.56162 -3.64352 0.59 1.49 2.47
C -0.63999 -6.24726 -2.41843 -1.01 -1.01 -2.70
C -1.75120 -7.19721 -2.89930 -2.46 2.51 -1.51
O -1.17256 -8.34967 -3.28494 3.97 -2.31 2.89
C 0.01078 -8.40372 -2.47570 1.77 -3.44 -2.39
O 0.77124 -9.36295 -2.54363 -2.23 2.89 0.91
O 0.23319 -7.22804 -1.85155 -0.08 -0.44 0.40
H 0.23718 -4.59080 -3.17910 0.18 0.61 -0.48
H -0.45549 -5.32312 -4.57149 -0.13 -0.85 0.15
H 1.09818 -5.89997 -3.71071 -0.28 -0.56 -0.63
H -1.00838 -5.52634 -1.68859 0.38 -0.28 0.14
H -2.17607 -7.01508 -3.88642 -0.72 1.80 0.31
H -2.57481 -7.28855 -2.19119 0.01 -0.39 0.41
C -6.76902 0.69159 -2.81740 -0.23 -0.71 1.30
C -6.73401 -0.85368 -2.82570 -1.92 1.77 -0.49
C -5.48116 -1.48248 -3.22733 0.43 -1.20 -1.72
O -5.38091 -2.52931 -2.27477 1.66 -1.07 0.54
C -6.21931 -2.35681 -1.25192 2.74 -1.88 1.54
O -6.12477 -3.03417 -0.22058 -0.69 0.85 -1.14
O -6.97019 -1.35803 -1.47639 -1.88 2.02 0.36
H -6.70123 1.21124 -3.77316 -0.17 -0.44 -0.04
H -5.97717 1.06208 -2.16639 0.49 -0.17 -0.23
H -7.64540 0.98866 -2.24138 -0.40 0.11 -0.56
H -7.50414 -1.34121 -3.42346 -0.50 0.64 0.07
H -4.65617 -0.79591 -3.41742 0.54 -0.29 1.08
H -5.62210 -2.01749 -4.16648 0.08 0.26 -0.21
```
Positions in Å, forces in eV/Å.

From a Löwdin analysis of the wavefunction, the atomic charges in e read: 1.826 1.845 0.912 -0.299 -0.280 -0.362 -0.348 -0.306 -0.266 -0.024 -0.335 -0.159 0.057 -0.513 0.177 0.092 0.086 0.086 0.091 0.156 0.140 0.146 0.005 -0.290 -0.131 0.068 -0.526 0.151 0.074 0.084 0.079 0.087 0.156 0.141 0.121 -0.028 -0.316 -0.009 0.067 -0.499 0.184 0.095 0.092 0.082 0.087 0.158 0.142 0.140 -0.001 -0.337 -0.066 0.071 -0.513 0.062 0.061 0.103 0.098 0.100 0.154 0.136 0.145 0.002 -0.266 -0.209 0.064 -0.445 0.158 0.073 0.066 0.093 0.096 0.143 0.143 0.125 0.011 -0.274 -0.099 0.088 -0.610 0.034 0.132 0.102 0.086 0.085 0.164 0.149 0.147

=====

No. 4
The following is a DFT calculation (ωB97M-V/def2-TZVPD) of a cluster of 6 separate species, C20H35ClF2N5O2PS in total.

Values from the calculation:
SMILES string = O=S(=O)(F)P(F)Cl.CCCC#N.CCCC#N.CCCC#N.CCCC#N.CCCC#N
Molar mass = 514.0 g mol⁻¹
Largest force on an atom = 0.09643 Eh/bohr
HOMO-LUMO gap = 9.993 eV

```
67
Properties=species:S:1:pos:R:3:forces:R:3
O -1.48988 1.89142 -2.96925 0.23 -3.34 -1.15
S -1.60643 0.42246 -3.12558 -4.12 1.57 2.27
O -2.31760 -0.26345 -1.99935 2.05 1.27 -3.34
F -2.49425 0.09064 -4.50877 1.20 0.52 1.60
P 0.34289 -0.57404 -3.21724 2.64 -0.59 -0.52
F 1.16904 -0.01043 -4.56734 -2.16 -1.21 1.63
Cl -0.16983 -2.59960 -3.55669 0.13 1.75 -0.72
C -2.58612 -5.10160 -0.44491 0.10 -0.06 0.07
C -1.72195 -4.99820 0.80740 -0.11 -0.21 -0.26
C -1.53382 -3.55522 1.28197 0.43 0.11 -0.56
C -0.86001 -2.75169 0.21782 0.33 0.68 -0.39
N -0.33902 -2.13018 -0.61286 -0.66 -0.90 1.46
H -2.12678 -4.58882 -1.29377 -0.02 0.06 0.07
H -2.71814 -6.14597 -0.73045 -0.10 0.11 0.03
H -3.57489 -4.66902 -0.27605 0.06 -0.07 -0.05
H -0.74705 -5.45154 0.60475 -0.01 0.09 0.13
H -2.18546 -5.57896 1.60950 0.08 0.11 0.04
H -0.92107 -3.53183 2.18577 0.01 0.16 -0.10
H -2.49867 -3.09870 1.51515 0.09 0.07 -0.09
C 1.30105 0.95879 1.15614 -0.03 0.02 -0.01
C 2.01676 2.30466 1.16363 0.15 -0.25 0.31
C 1.68682 3.16165 -0.06036 0.30 -0.49 -0.35
C 2.10640 2.45249 -1.30766 0.14 -0.17 -0.89
N 2.43514 1.89993 -2.27717 -0.45 0.76 1.49
H 1.60201 0.34675 0.30188 -0.04 0.04 0.00
H 1.54364 0.39555 2.05956 -0.04 0.05 -0.04
H 0.21589 1.09146 1.11922 0.05 -0.04 0.01
H 3.09518 2.13215 1.21416 -0.16 0.10 -0.07
H 1.73566 2.85057 2.06737 -0.01 0.03 -0.24
H 2.21108 4.11833 -0.00334 -0.02 -0.05 -0.17
H 0.61422 3.36598 -0.10935 0.05 -0.06 -0.14
C -7.84418 -3.75533 -0.56632 -0.02 0.04 0.05
C -7.27635 -3.28645 -1.90171 -0.09 0.14 0.30
C -7.00559 -4.43924 -2.87170 0.56 -0.20 0.43
C -6.00654 -5.38116 -2.28045 0.55 -0.72 0.09
N -5.23055 -6.11289 -1.81847 -1.27 1.09 -0.71
H -7.14240 -4.40307 -0.03579 -0.04 -0.02 -0.08
H -8.04834 -2.89980 0.08073 -0.03 -0.06 -0.05
H -8.77908 -4.30456 -0.70873 0.05 0.02 0.04
H -6.35143 -2.73186 -1.71919 -0.04 -0.04 -0.14
H -7.98185 -2.59107 -2.36407 0.09 -0.07 -0.09
H -6.61371 -4.05315 -3.81507 0.05 -0.15 0.05
H -7.92699 -4.98586 -3.08612 0.11 -0.06 0.04
C 7.44600 -0.84005 -1.34502 0.03 -0.06 -0.02
C 6.72754 0.21358 -2.18130 0.08 -0.35 -0.04
C 6.59451 1.55716 -1.46081 -0.49 -0.30 0.43
C 5.80480 1.38680 -0.20368 -0.44 0.21 0.73
N 5.18653 1.25557 0.77154 1.04 0.10 -1.45
H 6.89591 -1.07118 -0.42995 0.03 0.08 -0.03
H 7.54334 -1.77034 -1.90843 0.03 0.06 0.03
H 8.44923 -0.50392 -1.06792 -0.05 -0.04 0.01
H 5.73586 -0.16142 -2.44953 0.03 0.16 -0.01
H 7.27750 0.36345 -3.11421 -0.08 0.12 0.04
H 6.08659 2.27986 -2.10312 -0.05 0.00 0.17
H 7.57950 1.95898 -1.21112 -0.09 -0.02 0.10
C 1.25701 6.91387 3.26641 0.00 0.06 -0.04
C 0.84391 6.64965 4.71039 -0.03 0.25 -0.23
C 1.28481 5.27297 5.21357 -0.49 -0.31 -0.45
C 0.66241 4.20040 4.37899 -0.24 -0.82 -0.29
N 0.17842 3.36823 3.72740 0.62 1.34 1.04
H 0.78938 6.20584 2.57819 0.05 -0.02 0.07
H 0.94823 7.91543 2.96029 0.06 -0.05 0.02
H 2.34201 6.84209 3.14957 -0.06 0.00 -0.02
H -0.24289 6.74235 4.79131 0.08 -0.06 0.10
H 1.28064 7.41941 5.35222 -0.03 -0.13 0.06
H 0.97888 5.13589 6.25288 0.02 -0.14 -0.09
H 2.37206 5.17618 5.16508 -0.08 -0.09 -0.05
```
Positions in Å, forces in eV/Å.

From a natural (NBO) analysis of the wavefunction, the atomic charges in e read: -0.852 1.916 -0.860 -0.497 1.098 -0.558 -0.251 -0.611 -0.383 -0.502 0.329 -0.387 0.210 0.231 0.207 0.205 0.208 0.248 0.245 -0.612 -0.407 -0.506 0.332 -0.396 0.212 0.216 0.207 0.234 0.224 0.242 0.249 -0.613 -0.384 -0.502 0.299 -0.352 0.215 0.218 0.203 0.214 0.210 0.252 0.242 -0.613 -0.383 -0.504 0.313 -0.366 0.217 0.217 0.201 0.218 0.209 0.257 0.239 -0.614 -0.382 -0.502 0.299 -0.350 0.216 0.219 0.204 0.210 0.210 0.250 0.244